Arrangement P

A molecular structure, C15H30GeHfN6O2SSe5. Source: the OMol25 dataset; level of theory: ωB97M-V/def2-TZVPD.

Summary:
**Net charge**: -2
**E_HOMO**: -0.481 eV

CARTESIAN COORDINATES (ANGSTROEM)
Hf 2.69 0.14 -0.65
N 0.80 -1.05 -1.60
C 0.54 -1.63 -2.94
C -0.50 -0.89 -3.78
C -0.05 0.35 -4.56
C 0.13 1.63 -3.74
N 1.52 1.88 -3.39
H 0.88 -1.82 -0.94
H 0.00 -0.50 -1.28
H 0.16 -2.65 -2.79
H 1.49 -1.72 -3.47
H -1.37 -0.63 -3.16
H -0.85 -1.63 -4.51
H -0.82 0.53 -5.33
H 0.88 0.12 -5.08
H -0.42 1.56 -2.80
H -0.32 2.47 -4.29
H 1.58 2.29 -2.47
H 2.02 2.44 -4.07
Se 4.19 -0.27 -3.10
Se 3.81 -1.94 -4.62
Se 6.27 -3.32 -2.07
Se 5.89 -1.18 -1.50
O 3.04 -2.00 -0.38
N 4.03 -1.73 0.37
O 3.76 -0.62 1.01
C -0.57 1.81 2.38
Ge -0.43 2.05 0.40
C -2.00 1.06 -0.31
C -0.90 3.96 0.11
C 1.21 1.58 -0.39
H -1.58 1.52 2.68
H -0.30 2.74 2.89
H 0.14 1.04 2.69
H -2.91 1.40 0.21
H -1.90 -0.02 -0.14
H -2.13 1.24 -1.37
H -1.82 4.23 0.64
H -1.05 4.16 -0.96
H -0.10 4.60 0.47
H 1.89 2.44 -0.24
C -1.99 -2.49 6.01
C -2.03 -2.18 4.55
C -3.15 -1.86 3.84
C -2.99 -1.59 2.45
N -1.85 -1.62 1.84
C -0.71 -1.92 2.53
S 0.81 -1.84 1.90
N -0.85 -2.21 3.89
C -4.19 -1.25 1.62
H -2.98 -2.41 6.44
H -1.32 -1.79 6.52
H -1.61 -3.50 6.17
H -4.11 -1.81 4.32
H 0.01 -2.40 4.37
H -5.08 -1.10 2.22
H -4.37 -2.05 0.90
H -3.98 -0.34 1.04
Se 4.69 2.16 -0.93
C 4.45 3.00 0.69
N 4.33 3.58 1.68

Here are the natural (NBO) charges for atoms 1 to 5, given in e:
1. Hf 1.786
2. N -0.874
3. C -0.239
4. C -0.393
5. C -0.418



Arrangement Q

A molecular structure, C15H30GeHfN6O2SSe5. Source: the OMol25 dataset; level of theory: ωB97M-V/def2-TZVPD.

Summary:
**Net charge**: -2
**E_HOMO**: -0.824 eV

CARTESIAN COORDINATES (ANGSTROEM)
Hf -0.39 0.25 1.62
N 0.85 2.38 1.52
C 0.88 3.50 0.57
C -0.11 4.63 0.89
C -1.34 4.76 0.00
C -2.40 3.71 0.27
N -1.87 2.39 -0.03
H 0.70 2.70 2.48
H 1.78 1.97 1.55
H 0.72 3.11 -0.44
H 1.89 3.92 0.58
H 0.44 5.57 0.85
H -0.43 4.51 1.93
H -1.05 4.74 -1.05
H -1.78 5.76 0.17
H -3.32 3.93 -0.30
H -2.67 3.73 1.33
H -1.70 2.30 -1.02
H -2.48 1.60 0.25
Se -2.13 1.55 3.19
Se -0.99 3.14 4.51
Se 0.32 1.70 5.78
Se 1.27 0.42 4.05
O 0.61 -3.71 2.03
N 0.70 -2.52 1.77
O -0.20 -1.80 2.32
C -2.06 -3.36 -0.50
Ge -2.92 -1.58 -0.28
C -4.80 -2.11 0.16
C -3.10 -0.91 -2.15
C -2.29 -0.35 1.00
H -2.71 -3.99 -1.11
H -1.91 -3.83 0.47
H -1.08 -3.27 -0.98
H -5.17 -2.87 -0.53
H -5.45 -1.24 0.12
H -4.84 -2.51 1.18
H -3.76 -1.57 -2.71
H -2.14 -0.86 -2.66
H -3.53 0.09 -2.14
H -2.78 -0.73 1.92
C 4.88 -0.65 -2.48
C 3.55 -1.27 -2.21
C 3.33 -2.58 -1.93
C 2.03 -2.97 -1.56
N 1.04 -2.10 -1.41
C 1.30 -0.80 -1.57
S 0.20 0.43 -1.17
N 2.49 -0.43 -2.13
C 1.71 -4.40 -1.28
H 5.62 -1.42 -2.71
H 5.18 -0.12 -1.58
H 4.83 0.06 -3.31
H 4.15 -3.29 -1.95
H 2.66 0.57 -2.14
H 2.56 -5.05 -1.46
H 0.86 -4.71 -1.89
H 1.39 -4.47 -0.23
Se 3.17 0.08 0.87
C 4.66 -0.75 1.58
N 5.63 -1.26 1.94

Here are the natural (NBO) charges for atoms 1 to 5, given in e:
1. Hf 1.581
2. N -0.941
3. C -0.207
4. C -0.418
5. C -0.389



Which is the most stable structure? arrangement Q is the most stable.



Arrangement P

A molecular structure, C3H3BrO. Source: the OMol25 dataset; level of theory: ωB97M-V/def2-TZVPD.

Summary:
**E_HOMO**: -8.640 eV

CARTESIAN COORDINATES (ANGSTROEM)
C -1.66 -0.27 0.42
C -0.31 -0.20 0.18
C 0.83 0.61 -0.43
O -2.78 -0.41 0.62
Br 0.25 -2.00 0.82
H 0.78 1.52 -1.07
H 1.41 -0.13 -1.00
H 1.46 0.87 0.46

Here are the natural (NBO) charges for atoms 1 to 5, given in e:
1. C 0.694
2. C -0.364
3. C -0.648
4. O -0.429
5. Br 0.039



Arrangement Q

C3H3BrO in the gas phase. Source: the OMol25 dataset; level of theory: ωB97M-V/def2-TZVPD.

Summary:
**E_HOMO (spin up / spin down)**: -8.433 / -8.434 eV
**SMILES**: CC(Br)=C=O

CARTESIAN COORDINATES (ANGSTROEM)
C 0.49 -0.05 0.39
C 0.86 1.43 -0.22
C -0.88 -0.57 0.00
O 1.40 2.42 0.04
Br 1.91 -1.21 -0.05
H -1.55 -0.55 0.95
H -0.67 -1.53 -0.52
H -1.55 0.07 -0.57

Here are the natural (NBO) charges for atoms 1 to 5, given in e:
1. C -0.299
2. C 0.646
3. C -0.706
4. O -0.437
5. Br 0.081



Arrangement R

C3H3BrO in the gas phase. Source: the OMol25 dataset; level of theory: ωB97M-V/def2-TZVPD.

Summary:
**E_HOMO**: -7.971 eV
**SMILES**: CC1=C(Br)O1

CARTESIAN COORDINATES (ANGSTROEM)
C 1.57 -0.11 0.16
C 2.82 0.03 -0.27
C 0.05 0.05 0.02
O 2.44 -0.33 1.20
Br 4.26 -0.71 -1.13
H -0.31 0.27 -0.95
H -0.23 0.78 0.69
H -0.47 -0.81 0.26

Here are the natural (NBO) charges for atoms 1 to 5, given in e:
1. C 0.353
2. C -0.041
3. C -0.664
4. O -0.524
5. Br 0.154



Which is the most stable structure? arrangement P is the most stable.



Arrangement P

A gas-phase ion, C5H8N3OS (charge +1). Source: the OMol25 dataset; level of theory: ωB97M-V/def2-TZVPD.

Summary:
**Net charge**: +1
**E_HOMO**: -13.491 eV
**SMILES**: NC(=O)[C@H]([NH3+])c1nccs1

CARTESIAN COORDINATES (ANGSTROEM)
C 2.73 -0.78 -0.14
C 2.40 -1.81 0.67
C 0.74 -0.15 0.55
C -1.83 -0.19 -0.29
C -0.61 0.68 0.31
N 1.76 0.11 -0.27
N -2.45 -0.95 0.65
N -0.22 1.67 -0.71
O -2.14 -0.05 -1.43
S 0.79 -1.67 1.35
H 3.57 -0.75 -0.64
H 3.05 -2.63 0.98
H -1.01 1.35 1.10
H -2.04 -1.18 1.53
H -2.86 -1.76 0.14
H -0.56 1.38 -1.60
H 0.78 1.47 -0.97
H -0.53 2.60 -0.60

Here are the natural (NBO) charges for atoms 1 to 5, given in e:
1. C -0.022
2. C -0.376
3. C -0.012
4. C 0.684
5. C -0.186



Arrangement Q

A gas-phase ion, C5H8N3OS (charge +1). Source: the OMol25 dataset; level of theory: ωB97M-V/def2-TZVPD.

Summary:
**Net charge**: +1
**E_HOMO**: -12.708 eV

CARTESIAN COORDINATES (ANGSTROEM)
C -1.33 0.30 2.14
C -0.04 -0.19 2.17
C -1.65 0.87 0.81
C 1.10 -0.11 -1.33
C 0.18 -0.07 -0.16
N -0.88 0.81 -0.26
N 0.79 0.69 -2.37
N 0.70 -0.30 1.09
O 2.34 -0.56 -1.18
S -0.19 -1.95 -1.19
H -1.96 0.63 3.03
H 0.44 -0.51 3.01
H -2.39 1.67 0.66
H 0.20 1.52 -2.30
H 1.21 0.58 -3.31
H 2.89 -0.26 -1.99
H 1.63 -0.53 1.32
H -1.04 -1.52 -2.21

Here are the natural (NBO) charges for atoms 1 to 5, given in e:
1. C -0.349
2. C 0.117
3. C 0.163
4. C 0.579
5. C 0.310



Which is the most stable structure? arrangement P is the most stable.